No. 1
C2H8N3S | ωB97M-V/def2-TZVPD

Geometry (Å):
C: -0.57 0.29 0.02
C: 1.80 1.24 0.06
N: 0.41 1.22 -0.22
N: -0.23 -1.04 0.14
N: -1.31 -1.91 0.01
S: -2.24 0.78 0.10
H: 2.09 0.45 0.66
H: 2.28 1.25 -0.84
H: 2.05 2.26 0.51
H: 0.10 2.21 -0.24
H: 0.68 -1.23 -0.35
H: -1.63 -2.37 0.84
H: -1.02 -2.64 -0.60
H: -2.41 -0.52 -0.08

Output
- Energy above the lowest of the compared OMol25 structures with the same formula, charge and spin: 27.37 kcal per mole
- Multiplicity: 1
- E_tot: -17501.2201 eV
- Maximum force: 0.07613 hartree/bohr
- Total charge: +1
- Kohn-Sham gap: 10.626 eV
- HOMO: -14.39 eV

=====

No. 2
C2H8N3S2 | ωB97M-V/def2-TZVPD

Geometry (Å):
C: 1.50 0.32 0.24
C: -0.98 0.41 0.19
N: 2.43 -0.63 0.54
N: 0.28 -0.13 0.51
N: -2.07 -0.33 0.34
S: 2.08 1.79 -0.32
S: -1.10 2.06 -0.24
H: -1.68 -0.89 -2.49
H: 2.10 -1.30 1.17
H: 3.38 -0.39 0.36
H: 0.04 -0.98 1.06
H: -1.80 -1.07 -1.70
H: -2.98 0.18 -0.12
H: -1.95 -1.33 0.50
H: 0.74 2.29 -0.04

Output
- Energy above the lowest of the compared OMol25 structures with the same formula, charge and spin: 50.58 kcal per mole
- Multiplicity: 1
- E_tot: -28336.2124 eV
- Maximum force: 0.08660 hartree/bohr
- Total charge: +1
- Kohn-Sham gap: 8.650 eV
- HOMO: -13.11 eV

=====

No. 3
C2H8N4 | ωB97M-V/def2-TZVPD

Geometry (Å):
C: 1.54 -0.62 -1.72
C: 0.62 -1.10 -0.63
N: -1.40 1.02 1.49
N: -0.54 0.23 0.88
N: -2.46 1.75 1.13
N: -0.32 -0.07 -0.38
H: 2.28 -1.37 -1.99
H: 0.91 -0.45 -2.49
H: 1.80 0.39 -1.47
H: 0.00 -1.93 -0.89
H: 1.15 -1.47 0.22
H: -1.15 1.06 2.54
H: 0.30 0.10 1.51
H: -2.72 2.47 1.81

Output
- Energy above the lowest of the compared OMol25 structures with the same formula, charge and spin: 142.24 kcal per mole
- Multiplicity: 1
- E_tot: -8158.0835 eV
- Maximum force: 0.09967 hartree/bohr
- Total charge: 0
- Kohn-Sham gap (spin up / spin down): 7.658 / 7.694 eV
- HOMO (spin up / spin down): -7.12 / -7.17 eV